Record 1
2 unconnected molecules or ions with the total composition C5H15N2O. Source: the Open Molecules 2025 dataset; level of theory: ωB97M-V with the def2-TZVPD basis set.

Values from the calculation:
- Total charge: +1
- Gap between HOMO and LUMO: 6.8 eV

Last column: Mulliken charge in e.
Atoms and positions in Å:
N: 2.197166 -2.942879 -2.003696  -0.7151
C: -0.630963 0.618953 -0.412478  0.0470
C: 0.258748 -0.448463 -0.093418  -0.1026
C: 1.552783 0.111596 0.638252  -0.5713
O: 2.438219 -0.949018 0.765593  -0.4852
C: -2.089138 0.665162 -0.209316  -0.7831
N: -2.570060 1.840194 0.500641  -0.3275
C: -1.891880 2.040677 1.796715  -0.7702
H: 1.871342 -3.619523 -1.318396  0.2365
H: 1.668024 -3.185300 -2.842667  0.2455
H: 3.148989 -3.203255 -2.241316  0.2520
H: -0.251372 1.236462 -1.235022  0.3675
H: 0.636273 -0.887284 -1.038250  0.2468
H: -0.208174 -1.224096 0.518535  0.3325
H: 1.979012 0.943460 0.071213  0.4176
H: 1.264308 0.425981 1.634681  0.2941
H: 3.226646 -0.770204 0.241687  0.3325
H: -2.453959 -0.256581 0.235170  0.4139
H: -2.524573 0.724898 -1.216798  0.3803
H: -2.515787 2.664495 -0.087496  0.2920
H: -2.330761 2.901149 2.275180  0.3281
H: -0.806867 2.206386 1.671641  0.2473
H: -1.967976 1.107189 2.349542  0.3215

Cartesian forces (eV/Å) of the 6 atoms listed first:
N -0.50 -0.16 -0.35
C -0.20 -1.58 -2.61
C -0.70 0.28 1.00
C 0.51 -0.43 -0.16
O 0.29 0.15 0.10
C -0.31 0.30 0.35


Record 2
2 unconnected molecules or ions with the total composition C5H15N2O. Source: the Open Molecules 2025 dataset; level of theory: ωB97M-V with the def2-TZVPD basis set.

Values from the calculation:
- Total charge: +1
- Gap between HOMO and LUMO: 6.2 eV

Last column: Mulliken charge in e.
Atoms and positions in Å:
N: -0.117632 3.289377 0.136808  -0.6414
C: 0.736830 0.121856 -0.160656  -0.6668
C: -0.100120 0.009298 1.016353  -0.0915
C: 0.296649 -1.160915 1.970927  -0.6132
O: -0.660554 -1.105552 2.988726  -0.4862
C: 0.201894 0.457988 -1.496973  -0.3271
N: 0.053788 -0.702643 -2.392746  -0.3067
C: -0.356073 -1.918120 -1.699421  -0.6062
H: 0.396628 2.429019 0.027626  0.1964
H: -0.489469 3.341089 1.077173  0.2547
H: 0.494506 4.083394 0.001350  0.2565
H: 1.715212 0.572348 0.027385  0.4499
H: -0.146423 0.921856 1.620122  0.3620
H: -1.140316 -0.185686 0.746731  0.3465
H: 1.320394 -1.128481 2.352331  0.3600
H: 0.209931 -2.074728 1.373215  0.3480
H: -0.691117 -1.962992 3.427829  0.3341
H: -0.762032 0.978458 -1.377663  0.4298
H: 0.876278 1.153989 -1.998593  0.3355
H: -0.563260 -0.440961 -3.152727  0.2745
H: 0.302634 -1.951835 -0.808348  0.1530
H: -1.387765 -1.954669 -1.333960  0.3051
H: -0.189972 -2.772085 -2.345492  0.3332

Cartesian forces (eV/Å) of the 6 atoms listed first:
N -0.33 0.00 -0.08
C -1.04 3.42 0.72
C -0.67 -1.99 -0.23
C -0.06 -0.18 -0.18
O 0.06 -0.12 0.06
C 0.54 -0.66 -1.31


Record 3
2 unconnected molecules or ions with the total composition C5H15N2O. Source: the Open Molecules 2025 dataset; level of theory: ωB97M-V with the def2-TZVPD basis set.

Values from the calculation:
- Total charge: +1
- Gap between HOMO and LUMO: 9.1 eV

Last column: Mulliken charge in e.
Atoms and positions in Å:
C: 2.246298 -0.781634 -1.803239  -1.1958
C: 1.587511 -0.776241 -0.424464  -0.7781
C: 1.126763 0.628507 -0.022229  -0.6418
C: -0.412659 0.777811 -0.036484  -0.0147
C: -1.188787 0.222827 -0.967371  0.1214
N: -2.510283 0.280659 -1.270515  -0.4615
N: -0.954085 1.377534 1.199793  -0.1856
H: 3.066662 -0.043319 -1.860230  0.3348
H: 1.498029 -0.465879 -2.527664  0.2711
H: 2.922645 -1.603339 -2.052850  0.3770
H: 0.830902 -1.545994 -0.296852  0.4299
H: 2.326691 -1.155863 0.295629  0.3954
H: 1.521439 1.407695 -0.679657  0.3768
H: 1.388937 0.939737 0.992384  0.3349
H: -0.619111 -0.343053 -1.691914  0.1987
H: -2.946864 -0.384786 -1.895438  0.2274
H: -3.224824 0.721040 -0.721173  0.1538
H: -1.144639 0.741493 1.995245  0.2444
H: -0.271748 2.035246 1.563443  0.4327
H: -1.793030 1.956286 1.098054  0.4055
H: -0.384700 -1.515586 3.064032  0.3236
H: -1.878745 -1.399446 3.321994  0.3054
O: -1.186405 -1.073687 2.719514  -0.6552

Cartesian forces (eV/Å) of the 6 atoms listed first:
C 0.99 0.98 0.17
C 1.72 -0.56 0.64
C -1.90 0.36 0.21
C 0.46 -0.71 0.25
C 0.01 -0.02 -0.46
N -0.90 -0.19 0.09


Record 4
3 unconnected molecules or ions with the total composition C5H15N2O. Source: the Open Molecules 2025 dataset; level of theory: ωB97M-V with the def2-TZVPD basis set.

Values from the calculation:
- Total charge: +1
- Gap between HOMO and LUMO: 4.4 eV

Last column: Mulliken charge in e.
Atoms and positions in Å:
C: 0.587990 3.108648 0.295476  -0.2325
N: -0.442932 0.156528 -0.180005  -0.3864
C: -1.400722 -0.021129 0.962159  -0.1452
C: -1.016940 -1.322545 1.646020  -0.5457
O: -2.159047 -1.898048 2.316227  -0.4806
C: 1.677184 3.793822 0.690502  -0.5719
N: 0.906016 -1.888796 -1.260054  -0.2668
C: 0.701485 -1.847600 -2.724625  -0.6705
H: 0.402284 1.971925 0.490942  0.1296
H: 0.025559 3.619285 -0.536889  0.2341
H: -0.976164 0.321024 -0.988920  0.2824
H: -1.342606 0.766572 1.622827  0.2935
H: -2.430002 -0.084566 0.633017  0.3871
H: -0.688672 -2.128880 1.016106  0.3507
H: -0.152982 -1.129434 2.331917  0.3015
H: -1.865756 -2.786772 2.471618  0.3280
H: 2.313517 3.309726 1.494990  0.2238
H: 1.843972 4.862301 0.587974  0.3088
H: 0.357539 -1.110854 -0.719594  0.2835
H: 1.851954 -1.962395 -0.916323  0.2852
H: 1.483329 -2.482852 -3.237850  0.3362
H: 0.596054 -0.824402 -3.057200  0.2779
H: -0.271059 -2.421556 -2.938313  0.2773

Cartesian forces (eV/Å) of the 6 atoms listed first:
C 0.52 0.25 -1.83
N 0.28 0.36 3.65
C 0.06 -2.09 -3.64
C 0.39 -1.36 1.99
O 0.87 1.86 -0.57
C -0.30 -1.87 2.61


Record 5
2 unconnected molecules or ions with the total composition C5H15N2O. Source: the Open Molecules 2025 dataset; level of theory: ωB97M-V with the def2-TZVPD basis set.

Values from the calculation:
- Total charge: +1
- Gap between HOMO and LUMO: 10.9 eV

Last column: Mulliken charge in e.
Atoms and positions in Å:
C: 1.314627 -2.810945 0.593540  -1.3106
C: 0.831603 -1.375068 0.349551  0.1756
C: 1.108601 -1.020553 -1.070860  -0.6208
C: 0.512185 0.350902 -1.511422  -0.8013
C: -1.503476 1.731889 -1.431565  -0.3945
N: -0.767337 0.740824 -0.878530  -0.3583
N: -0.804121 -1.415425 0.604824  -0.4161
H: 0.927164 -3.340213 1.461666  0.4476
H: 2.401980 -2.670240 0.741391  0.3429
H: 1.119041 -3.561646 -0.234607  0.3068
H: 1.051265 -0.669799 1.263889  0.3722
H: 2.203160 -0.862644 -1.474212  0.3100
H: 0.669758 -1.875217 -1.709786  0.3183
H: 1.154171 1.201952 -1.314962  0.3956
H: 0.324826 0.341518 -2.518135  0.5497
H: -2.476935 1.842563 -1.059988  0.2873
H: -1.454776 2.238441 -2.402933  0.2919
H: -1.252644 -0.394486 0.396593  0.4263
H: -1.009859 -1.778530 1.503552  0.3473
H: -1.215846 -1.995399 -0.074888  0.3318
H: -0.845443 4.281334 2.880022  0.3305
H: -0.226087 3.515627 1.763066  0.2947
O: -0.493851 3.398949 2.639974  -0.6270

Cartesian forces (eV/Å) of the 6 atoms listed first:
C 0.69 -0.44 -0.22
C -1.73 -0.74 3.01
C 0.09 1.45 -2.62
C -0.60 0.48 2.10
C 2.23 -4.32 0.69
N -2.59 3.52 -1.84


Record 6
2 unconnected molecules or ions with the total composition C5H15N2O. Source: the Open Molecules 2025 dataset; level of theory: ωB97M-V with the def2-TZVPD basis set.

Values from the calculation:
- Total charge: +1
- Gap between HOMO and LUMO: 9.0 eV

Last column: Mulliken charge in e.
Atoms and positions in Å:
C: 0.646502 2.689150 1.359667  -1.1591
C: 1.343583 2.058624 0.135174  -0.5236
C: 0.281073 1.714404 -0.958409  -0.7700
C: -0.509351 0.634601 -0.426336  0.6461
C: 0.115328 -0.553278 -0.028216  -0.8106
N: -0.572560 -1.825516 0.053209  -0.3041
N: -1.822562 0.762774 -0.488825  -0.3743
H: 0.214503 3.679291 1.158927  0.3020
H: 1.220133 2.828334 2.191949  0.4360
H: -0.190442 2.071027 1.680046  0.2547
H: 2.160585 2.522629 -0.223050  0.5362
H: 1.708680 1.092212 0.382567  0.1982
H: 0.747878 1.273119 -1.808817  0.2921
H: -0.249777 2.654873 -1.150593  0.4175
H: 1.176509 -0.564089 0.080590  0.3974
H: 0.074427 -2.565226 0.261821  0.3322
H: -1.361039 -1.793825 0.790787  0.3976
H: -1.037431 -2.283351 -0.842546  0.3909
H: -2.429534 0.142845 -0.179358  0.0748
H: -2.143503 1.675777 -0.828640  0.2499
H: 0.839511 -5.442319 -0.860281  0.3285
H: -0.416297 -5.736774 -0.033604  0.3217
O: 0.203785 -5.035281 -0.266062  -0.6339

Cartesian forces (eV/Å) of the 6 atoms listed first:
C -1.56 0.08 -2.37
C -3.22 -1.52 1.14
C 1.76 1.99 1.39
C 0.10 -3.82 0.80
C -0.57 2.16 -1.15
N -3.21 -0.80 -0.46


Record 7
2 unconnected molecules or ions with the total composition C5H15N2O. Source: the Open Molecules 2025 dataset; level of theory: ωB97M-V with the def2-TZVPD basis set.

Values from the calculation:
- Total charge: +1
- Gap between HOMO and LUMO: 8.9 eV

Last column: Mulliken charge in e.
Atoms and positions in Å:
C: 2.498234 1.014232 0.275028  -0.9629
C: 2.397728 -0.088730 1.246715  -0.3816
C: 0.403495 -0.191400 2.636842  -0.0377
N: 1.012986 -0.464183 1.548372  0.1544
H: 2.099332 0.579459 -0.646972  0.2679
H: 1.912878 1.899449 0.519378  0.3122
H: 3.555004 1.310679 0.055941  0.3208
H: 2.953393 -1.060169 0.851809  0.2528
H: 2.806188 0.158229 2.232332  0.3423
H: -0.665670 -0.455555 2.747898  0.2456
H: 0.997213 0.250475 3.464959  0.2503
H: 0.447240 -0.841477 0.729327  0.2612
C: -2.939980 0.438666 -2.116102  -0.8789
N: -1.524473 0.286004 -1.671819  -0.3895
C: -1.429387 -0.875192 -0.795313  -0.2310
O: -0.030321 -1.255090 -0.648210  -0.6070
H: -3.279790 -0.482003 -2.567816  0.3616
H: -2.955263 1.221646 -2.957668  0.2817
H: -3.620881 0.715646 -1.326251  0.3277
H: -1.323082 1.138385 -1.120516  0.1967
H: -1.778199 -0.799428 0.232459  0.2656
H: -1.946673 -1.720496 -1.335518  0.3404
H: 0.410032 -0.779154 -1.354885  0.3075

Cartesian forces (eV/Å) of the 6 atoms listed first:
C 0.36 0.40 -1.74
C 1.60 -2.57 1.44
C 0.69 -0.27 0.13
N -1.10 0.58 0.44
H 0.10 0.59 -0.30
H 0.07 -0.02 0.20


Record 8
2 unconnected molecules or ions with the total composition C5H15N2O. Source: the Open Molecules 2025 dataset; level of theory: ωB97M-V with the def2-TZVPD basis set.

Values from the calculation:
- Expectation value of S²: 0.76
- Total charge: +2
- Gap between HOMO and LUMO (alpha / beta): 10.9 / 7.0 eV
- Multiplicity: 2

Last column: Mulliken spin population.
Atoms and positions in Å:
C: -1.929101 -0.469961 1.548873  0.0028
C: -0.783257 -1.360760 2.054812  0.0086
C: 0.607123 -1.142421 1.355123  0.0418
C: 0.606504 -0.575409 -0.021882  0.1265
C: 1.624355 0.345683 -0.382480  0.5057
N: 1.747134 0.899253 -1.734222  0.0023
N: -0.246009 -1.107231 -0.878969  0.2600
H: -1.563242 0.526531 1.303702  0.0001
H: -2.797891 -0.552568 2.186467  0.0025
H: -2.287577 -0.842458 0.579587  0.0045
H: -0.548924 -0.961863 3.043597  0.0030
H: -1.086930 -2.395515 2.110491  0.0003
H: 1.116967 -2.109539 1.390686  0.0109
H: 1.245706 -0.532586 1.995259  0.0026
H: 2.292800 0.652053 0.408447  0.0088
H: 1.994285 0.216400 -2.459473  0.0155
H: 0.936142 1.531574 -1.919816  0.0216
H: 2.534595 1.570033 -1.677999  0.0013
H: -0.331106 -0.722310 -1.808397  -0.0120
H: -0.756084 -1.914990 -0.520777  -0.0077
H: -1.195929 3.035251 -1.495789  0.0000
H: -0.741219 3.007537 -2.993767  0.0001
O: -0.438342 2.903297 -2.083471  0.0009

Cartesian forces (eV/Å) of the 6 atoms listed first:
C 0.59 -1.07 -1.42
C 0.08 1.67 0.20
C -0.03 -0.01 0.58
C -0.25 -1.64 -0.03
C -0.82 -0.28 -0.02
N 1.13 0.91 1.48


Record 9
A molecular structure, C5H15N2P2Si. Source: the Open Molecules 2025 dataset; level of theory: ωB97M-V with the def2-TZVPD basis set.

Values from the calculation:
- Total charge: +1
- Gap between HOMO and LUMO: 7.3 eV

Last column: Mulliken charge in e.
Atoms and positions in Å:
C: -0.697895 1.390722 -1.144963  -0.8637
C: -0.706747 0.040394 -0.927502  -0.4803
C: 0.824501 1.462344 1.728973  -1.0020
C: 2.462843 1.030080 -1.268448  -1.1149
C: 1.877256 -1.235163 0.655103  -1.1669
N: -3.097468 -1.264317 -1.162502  -0.5398
N: -1.932785 -1.623688 1.126566  -0.6131
Si: 1.489381 0.567680 0.261256  0.5782
P: -2.654520 1.804702 0.242655  0.0056
P: -2.262641 -0.325331 -0.041704  0.5593
H: -0.060633 1.943187 -1.798293  0.4772
H: -0.206761 -0.725236 -1.470110  0.7269
H: 0.987678 2.661452 1.751509  0.3061
H: -0.227490 1.374400 2.095768  0.3264
H: 1.512216 1.112246 2.511094  0.3648
H: 3.566875 0.909422 -0.981109  0.3587
H: 2.398374 0.434668 -2.108653  0.4100
H: 2.427400 2.120324 -1.376562  0.3824
H: 1.586088 -1.967921 -0.044304  0.3897
H: 2.889466 -1.338966 0.799329  0.4537
H: 1.379673 -1.521694 1.546141  0.3784
H: -4.161681 -1.421172 -1.085525  0.2507
H: -2.669985 -1.388772 -2.059144  0.2172
H: -2.332549 -2.504964 0.705796  0.3079
H: -2.390608 -1.534408 2.044630  0.2877

Cartesian forces (eV/Å) of the 6 atoms listed first:
C -3.02 -1.07 2.64
C -0.55 0.92 0.15
C 0.84 3.46 0.71
C 2.15 2.28 3.55
C -2.06 1.63 0.03
N -1.94 0.03 0.72


Record 10
A gas-phase ion, C5H15N2S (charge +1). Source: the Open Molecules 2025 dataset; level of theory: ωB97M-V with the def2-TZVPD basis set.

Values from the calculation:
- Total charge: +1
- Structure (SMILES): C[C@H](N)C[NH2+]CCS
- Gap between HOMO and LUMO: 9.7 eV

Last column: Mulliken charge in e.
Atoms and positions in Å:
C: -0.079670 0.342120 1.812047  -1.0339
N: -0.816817 0.731480 0.556305  0.0002
C: -0.649738 -0.302811 -0.483051  -0.7294
C: -1.295131 -0.053440 -1.831050  -0.5965
S: -1.342992 -1.658685 -2.696224  -0.2137
C: 1.441411 0.483760 1.597899  0.3586
N: 1.815414 1.627338 0.796208  -0.5330
C: 2.161251 0.407683 2.940514  -1.5583
H: -0.248176 -0.697378 2.070748  0.3160
H: -0.273259 1.040014 2.625924  0.5048
H: -1.743274 0.994193 0.894487  0.3776
H: -0.927902 -1.275190 -0.069954  0.4176
H: 0.418091 -0.460062 -0.626711  0.2906
H: -0.654506 0.596470 -2.425051  0.3686
H: -2.274166 0.418448 -1.777702  0.4273
H: -2.416954 -1.439717 -3.461233  0.1659
H: 1.758423 -0.391437 1.036550  0.3628
H: 2.427450 1.345463 0.045292  0.2349
H: -0.345362 1.577232 0.328944  0.4159
H: 2.216806 2.422431 1.272575  0.2196
H: 1.958498 1.306976 3.522066  0.4323
H: 1.765960 -0.319853 3.655255  0.4187
H: 3.211435 0.219616 2.746262  0.3532

Cartesian forces (eV/Å) of the 6 atoms listed first:
C 1.62 0.37 0.16
N -0.01 -0.70 2.07
C 0.07 -1.13 -0.35
C 0.16 0.33 -0.41
S -0.05 -0.17 0.10
C 0.48 -0.92 0.20


Respective energy relative to the best compared isomer or geometry (same formula, charge and spin) values: 410.8, 494.7, 158.6, 880.5, 291.2, 223.2, 225.7, 149.9, 335.1, 73.1 kJ/mol.